No. 1
Entry from OMol25: one molecule with the formula C5H8O2 at a distorted geometry (wB97M-V/def2-TZVPD).

Values from the calculation:
Max |F|   2.5 eV/Å
Spin multiplicity   1
LUMO level (alpha / beta)   -0.3 / -2.0 eV
HOMO (alpha / beta)   -9.577 / -7.806 eV
HOMO-LUMO gap (alpha / beta)   9.3 / 5.8 eV

Last column: Mulliken charge in e.
Element x y z (Å)
C -1.074 -0.242 0.117  -0.76
C -1.124 -1.330 -0.894  -0.87
C 1.112 0.836 -0.439  0.45
C 0.038 0.278 0.780  0.82
C 0.147 0.701 2.040  -0.97
O 1.662 -0.237 -1.147  -0.46
O 1.812 1.821 -0.173  -0.49
H 2.548 0.039 -1.424  0.29
H -2.050 0.036 0.515  0.38
H 0.050 1.103 -1.077  0.16
H -0.684 0.656 2.732  0.30
H 1.027 1.243 2.357  0.29
H -2.084 -1.328 -1.414  0.34
H -1.064 -2.284 -0.354  0.24
H -0.316 -1.293 -1.618  0.26

No. 2
Entry from OMol25: a 5-piece molecular cluster, C18H37N2O10 overall at a distorted geometry (wB97M-V/def2-TZVPD).

Values from the calculation:
Max |F|   5.5 eV/Å
Spin multiplicity   1
LUMO level   2.0 eV
HOMO   -2.975 eV
Charge   -1
HOMO-LUMO gap   5.0 eV

Last column: Mulliken charge in e.
Element x y z (Å)
O -0.204 0.654 -1.273  0.06
H -0.342 -0.287 -1.405  0.46
H 0.164 0.793 -0.397  0.54
H 0.355 1.009 -1.968  0.29
C 2.320 1.722 2.729  -0.72
C 1.940 1.973 1.341  0.24
C 2.937 2.818 0.380  0.36
O 2.710 3.088 -0.790  -0.85
C 4.103 3.296 1.021  -0.57
C 4.489 3.006 2.311  -0.04
C 3.554 2.170 3.160  0.49
O 3.663 2.040 4.437  -0.74
O 5.631 3.385 2.722  -0.76
O 0.922 1.421 0.867  -0.67
H 1.563 1.285 3.364  0.55
H 4.801 3.855 0.414  0.40
O -1.447 -1.565 -1.585  -0.63
H -1.493 -2.487 -1.836  0.25
H -1.885 -1.526 -0.734  0.50
C -5.175 -3.596 3.756  -0.77
O -4.860 -3.107 2.484  -0.38
C -4.567 -1.704 2.440  -0.58
C -3.960 -1.178 1.068  -0.80
N -2.482 -1.418 0.982  -0.19
C -1.785 -0.772 2.053  -0.95
C -0.364 -1.274 2.022  0.25
O -0.191 -2.553 2.585  -0.47
C 1.224 -2.945 2.761  -0.58
H -5.623 -4.577 3.597  0.26
H -5.948 -3.047 4.293  0.33
H -4.254 -3.842 4.284  0.29
H -3.997 -1.431 3.328  0.43
H -5.473 -1.150 2.688  0.51
H -4.230 -0.124 1.135  0.41
H -4.507 -1.693 0.278  0.30
H -2.197 -2.367 1.181  0.35
H -2.132 -0.823 3.085  0.30
H -1.775 0.272 1.739  0.44
H 0.244 -0.568 2.587  0.20
H 0.058 -1.234 1.018  -0.29
H 1.697 -3.297 1.845  0.12
H 1.300 -3.883 3.311  0.26
H 1.710 -2.120 3.282  0.36
C 2.209 -2.311 -0.875  -0.88
O 1.802 -1.308 -1.791  -0.20
C 2.774 -0.503 -2.438  -0.50
C 2.348 0.450 -3.482  -1.05
N 1.527 1.555 -2.933  0.02
C 0.975 2.404 -3.936  -0.74
C -0.092 3.419 -3.483  -0.75
O -1.228 2.783 -2.866  -0.28
C -2.279 2.266 -3.694  -0.76
H 3.039 -2.860 -1.321  0.47
H 1.291 -2.884 -0.743  0.22
H 2.557 -1.983 0.104  0.26
H 3.314 -1.270 -2.994  0.43
H 3.373 0.046 -1.712  0.35
H 1.861 -0.183 -4.223  0.47
H 3.193 0.824 -4.060  0.41
H 2.031 2.167 -2.307  0.10
H 0.552 1.861 -4.781  0.36
H 1.792 3.029 -4.294  0.48
H -0.275 4.145 -4.275  0.46
H 0.378 3.988 -2.681  0.31
H -2.097 1.201 -3.837  0.26
H -2.282 2.647 -4.716  0.35
H -3.261 2.295 -3.222  0.26